A) Computed, not measured: a cluster of 8 separate species, C40H92N12O8 in total, with ωB97M-V/def2-TZVPD.

Calculated values
Lowest unoccupied orbital energy = 0.42 eV
Structure (SMILES) = CC1(C)CCCC(C)(C)N1O.CC1(C)CCCC(C)(C)N1O.CC1(C)CCCC(C)(C)N1O.CC1(C)CCCC(C)(C)N1O.NC(N)=O.NC(N)=O.NC(N)=O.NC(N)=O
Gap between HOMO and LUMO = 8.5 eV

Positions of all 152 atoms, in Å:
C: 1.73 5.01 3.66
C: 2.53 4.40 2.57
C: 3.92 5.06 2.69
C: 2.66 2.86 2.68
C: 1.49 2.02 2.13
C: 1.07 2.50 0.67
C: 0.91 4.05 0.52
C: 0.86 4.49 -0.96
C: -0.50 4.39 1.10
N: 2.04 4.77 1.15
O: 1.80 6.14 1.07
H: 1.79 6.08 3.57
H: 0.72 4.60 3.87
H: 2.27 4.82 4.62
H: 3.80 6.12 2.93
H: 4.38 4.56 3.53
H: 4.50 4.85 1.79
H: 3.61 2.57 2.22
H: 2.70 2.66 3.74
H: 1.64 0.94 1.97
H: 0.59 2.03 2.77
H: 0.22 1.98 0.24
H: 1.82 2.21 -0.07
H: 1.79 4.24 -1.45
H: 0.53 5.51 -1.10
H: 0.02 3.92 -1.36
H: -0.88 5.40 1.02
H: -0.60 4.03 2.10
H: -1.22 3.82 0.49
H: 1.12 6.28 1.76
C: 6.25 1.37 -2.75
C: 4.83 1.20 -3.41
C: 4.42 2.57 -4.04
C: 4.87 0.10 -4.49
C: 3.48 -0.52 -4.84
C: 2.72 -0.96 -3.62
C: 2.62 0.15 -2.62
C: 1.64 1.17 -3.17
C: 2.14 -0.46 -1.29
N: 3.97 0.71 -2.33
O: 3.84 1.76 -1.38
H: 6.68 0.40 -2.56
H: 6.93 2.01 -3.29
H: 6.06 1.97 -1.87
H: 4.51 3.31 -3.25
H: 5.06 2.91 -4.84
H: 3.41 2.47 -4.42
H: 5.41 0.51 -5.35
H: 5.43 -0.74 -4.04
H: 2.85 0.13 -5.50
H: 3.69 -1.45 -5.42
H: 3.27 -1.80 -3.16
H: 1.72 -1.30 -3.89
H: 1.89 2.13 -2.72
H: 0.64 0.87 -2.86
H: 1.67 1.24 -4.26
H: 1.11 -0.77 -1.47
H: 2.11 0.26 -0.48
H: 2.75 -1.33 -0.98
H: 3.88 1.34 -0.51
C: -1.19 -7.18 -2.33
C: 0.23 -6.62 -1.94
C: 1.40 -7.41 -2.64
C: 0.33 -5.16 -2.44
C: 1.44 -4.30 -1.80
C: 1.37 -4.48 -0.28
C: 1.35 -5.88 0.20
C: 2.78 -6.51 0.06
C: 0.91 -5.85 1.66
N: 0.27 -6.65 -0.50
O: 0.25 -7.96 -0.06
H: -2.01 -6.54 -1.95
H: -1.25 -7.27 -3.43
H: -1.24 -8.23 -1.99
H: 1.97 -6.70 -3.23
H: 1.97 -8.02 -1.94
H: 0.98 -8.07 -3.42
H: 0.34 -5.22 -3.55
H: -0.61 -4.66 -2.24
H: 2.42 -4.77 -2.08
H: 1.44 -3.28 -2.17
H: 0.48 -3.91 -0.05
H: 2.24 -3.94 0.03
H: 2.99 -7.48 0.50
H: 3.37 -5.80 0.59
H: 3.06 -6.58 -1.00
H: 0.79 -6.83 2.16
H: -0.01 -5.26 1.69
H: 1.69 -5.36 2.26
H: 1.21 -8.10 0.02
C: -5.20 3.25 2.50
C: -5.16 1.88 1.72
C: -4.54 0.92 2.83
C: -6.59 1.45 1.35
C: -7.08 2.27 0.12
C: -6.17 2.01 -0.99
C: -4.72 2.48 -0.73
C: -3.80 1.85 -1.89
C: -4.59 4.00 -0.80
N: -4.30 1.81 0.54
O: -2.95 2.19 0.69
H: -5.52 4.03 1.84
H: -5.75 3.13 3.41
H: -4.21 3.55 2.84
H: -4.51 -0.12 2.48
H: -3.50 1.18 3.06
H: -5.15 1.07 3.73
H: -6.47 0.42 1.06
H: -7.26 1.58 2.20
H: -8.12 1.99 -0.18
H: -7.08 3.34 0.28
H: -6.44 2.49 -1.95
H: -6.06 0.95 -1.29
H: -3.75 0.79 -1.98
H: -2.88 2.38 -1.95
H: -4.28 2.21 -2.80
H: -3.57 4.33 -0.58
H: -5.31 4.53 -0.16
H: -4.80 4.30 -1.88
H: -2.88 3.15 0.86
N: -0.76 1.31 5.48
C: -1.51 2.17 4.79
N: -2.06 3.27 5.40
O: -1.61 2.07 3.60
H: -0.85 1.25 6.47
H: -0.25 0.65 4.95
H: -2.29 3.30 6.39
H: -2.70 3.64 4.71
N: -2.79 -2.69 -1.18
C: -2.25 -2.55 -2.43
N: -2.89 -3.18 -3.45
O: -1.38 -1.77 -2.69
H: -3.51 -3.37 -0.97
H: -1.99 -2.78 -0.56
H: -3.13 -4.15 -3.40
H: -2.62 -2.68 -4.29
N: -1.07 0.01 1.86
C: -1.12 -0.71 0.64
N: -1.47 0.05 -0.51
O: -0.75 -1.94 0.51
H: -1.70 0.81 2.02
H: -0.82 -0.45 2.73
H: -1.21 -0.30 -1.44
H: -1.44 1.06 -0.41
N: 1.03 -2.56 2.82
C: 0.84 -2.06 4.10
N: 1.35 -2.79 5.16
O: 0.19 -1.02 4.29
H: 0.58 -2.09 2.06
H: 1.69 -3.29 2.68
H: 1.41 -2.38 6.06
H: 1.58 -3.78 5.05

B) Computed, not measured: a cluster of 8 separate species, C40H92N12O8 in total, with ωB97M-V/def2-TZVPD.

Calculated values
Lowest unoccupied orbital energy = 0.45 eV
Structure (SMILES) = CC1(C)CCCC(C)(C)N1O.CC1(C)CCCC(C)(C)N1O.CC1(C)CCCC(C)(C)N1O.CC1(C)CCCC(C)(C)N1O.NC(N)=O.NC(N)=O.NC(N)=O.NC(N)=O
Gap between HOMO and LUMO = 8.6 eV

Positions of all 152 atoms, in Å:
C: -2.31 -4.24 3.97
C: -2.72 -3.08 3.00
C: -3.56 -2.20 3.92
C: -1.50 -2.38 2.48
C: -0.79 -3.20 1.37
C: -1.86 -3.46 0.23
C: -2.99 -4.29 0.74
C: -4.05 -4.21 -0.32
C: -2.77 -5.79 1.13
N: -3.53 -3.45 1.87
O: -4.73 -4.11 2.28
H: -3.14 -4.95 4.19
H: -1.45 -4.83 3.67
H: -1.95 -3.78 4.86
H: -4.31 -2.72 4.51
H: -2.86 -1.72 4.65
H: -4.07 -1.44 3.39
H: -1.77 -1.41 2.02
H: -0.76 -2.25 3.29
H: 0.03 -2.62 0.88
H: -0.37 -4.15 1.73
H: -1.47 -4.06 -0.66
H: -2.22 -2.55 -0.19
H: -4.12 -3.14 -0.61
H: -4.97 -4.72 0.01
H: -3.75 -4.84 -1.23
H: -2.85 -6.40 0.15
H: -3.63 -6.22 1.68
H: -1.83 -5.99 1.67
H: -4.46 -4.99 2.63
C: -6.35 1.24 0.70
C: -5.30 1.43 -0.44
C: -5.96 0.76 -1.69
C: -5.25 3.00 -0.72
C: -4.05 3.33 -1.60
C: -2.72 2.84 -0.94
C: -2.74 1.34 -0.63
C: -2.38 0.59 -1.91
C: -1.63 0.90 0.43
N: -4.00 0.99 0.07
O: -4.12 -0.46 0.09
H: -6.14 1.76 1.63
H: -7.35 1.56 0.31
H: -6.46 0.18 0.88
H: -5.97 -0.32 -1.58
H: -7.00 1.10 -1.63
H: -5.54 0.99 -2.68
H: -6.19 3.33 -1.17
H: -5.18 3.56 0.21
H: -4.10 2.73 -2.53
H: -4.01 4.37 -1.91
H: -2.57 3.47 -0.06
H: -1.90 3.02 -1.59
H: -2.22 -0.49 -1.69
H: -1.49 1.04 -2.41
H: -3.17 0.67 -2.66
H: -0.68 1.23 0.04
H: -1.70 -0.21 0.60
H: -1.84 1.37 1.39
H: -4.01 -0.73 1.00
C: 2.21 7.69 -1.88
C: 1.32 7.88 -0.68
C: 1.78 9.23 0.07
C: -0.16 7.83 -1.16
C: -1.20 7.72 -0.11
C: -0.89 6.49 0.75
C: 0.61 6.34 1.34
C: 0.98 7.21 2.56
C: 0.82 4.92 1.78
N: 1.46 6.63 0.21
O: 2.86 6.36 0.54
H: 1.84 6.88 -2.49
H: 2.15 8.55 -2.49
H: 3.25 7.51 -1.62
H: 1.24 9.34 0.99
H: 2.81 9.19 0.30
H: 1.61 10.09 -0.63
H: -0.40 8.67 -1.91
H: -0.20 6.92 -1.75
H: -1.25 8.61 0.47
H: -2.09 7.70 -0.70
H: -0.99 5.49 0.31
H: -1.51 6.43 1.64
H: 1.99 6.93 2.91
H: 0.35 6.88 3.40
H: 0.99 8.25 2.31
H: 1.87 4.76 2.16
H: 0.72 4.25 0.96
H: 0.07 4.58 2.53
H: 3.02 6.83 1.41
C: 5.46 -5.55 -1.50
C: 4.97 -4.45 -2.36
C: 5.86 -3.22 -2.05
C: 5.12 -4.75 -3.88
C: 4.04 -5.71 -4.30
C: 2.62 -5.06 -4.06
C: 2.46 -4.68 -2.55
C: 1.21 -3.88 -2.54
C: 2.31 -5.98 -1.70
N: 3.57 -3.90 -2.12
O: 3.36 -3.42 -0.83
H: 4.96 -6.51 -1.63
H: 6.52 -5.77 -1.66
H: 5.33 -5.38 -0.41
H: 5.40 -2.38 -2.52
H: 6.05 -3.03 -1.07
H: 6.86 -3.39 -2.54
H: 5.03 -3.80 -4.45
H: 6.12 -5.06 -4.04
H: 4.18 -6.06 -5.40
H: 4.27 -6.57 -3.76
H: 1.80 -5.78 -4.27
H: 2.36 -4.23 -4.67
H: 1.04 -3.17 -3.33
H: 0.89 -3.55 -1.58
H: 0.38 -4.63 -2.72
H: 2.00 -5.83 -0.69
H: 3.22 -6.49 -1.57
H: 1.64 -6.70 -2.17
H: 3.83 -3.99 -0.20
N: 2.63 -3.49 3.21
C: 2.60 -4.50 2.31
N: 1.75 -5.58 2.49
O: 3.42 -4.59 1.37
H: 1.70 -3.10 3.40
H: 3.29 -2.72 3.04
H: 1.52 -5.87 3.43
H: 2.09 -6.30 1.88
N: 1.43 3.43 -1.27
C: 1.47 3.16 -2.68
N: 1.58 4.30 -3.50
O: 1.53 2.05 -3.19
H: 1.95 4.29 -1.04
H: 1.66 2.57 -0.85
H: 2.12 5.10 -3.20
H: 1.91 3.99 -4.40
N: 3.13 -0.86 0.42
C: 2.40 0.05 -0.22
N: 1.67 -0.48 -1.33
O: 2.22 1.20 0.18
H: 3.23 -1.84 0.08
H: 3.57 -0.62 1.31
H: 1.24 0.18 -1.95
H: 2.25 -1.23 -1.64
N: 1.79 1.38 2.88
C: 1.74 0.33 3.72
N: 1.09 0.50 4.88
O: 2.42 -0.71 3.49
H: 1.82 1.25 1.84
H: 1.12 2.12 3.12
H: 1.53 -0.08 5.55
H: 0.79 1.42 5.21

Looking at the structures above, A) is most stable, and the difference to the next one is 46.4 kJ/mol.